Formula: C28H31BCl4N2O
Source: OMol25
Level of theory: ωB97M-V/def2-TZVPD

Lowest unoccupied orbital energy, eV: -2.491
Energy, a.u.: -3135.8568
F_max, hartree/bohr: 0.10808
Energy relative to the best compared isomer or geometry (same formula, charge and spin), kJ/mol: 491.9
Orbital gap, Eh: 0.17135
HOMO, eV: -7.2

Cartesian coordinates (Å):
1 Cl -0.4110 -2.2354 -4.2061
2 B 0.6818 -1.2112 -3.1409
3 Cl 2.4523 -1.8609 -3.0366
4 Cl 0.9366 0.5512 -3.9359
5 O 0.0775 -1.0481 -1.7602
6 C 0.8004 -0.1402 -0.9337
7 C 1.8424 -0.8076 -0.0020
8 C 3.1760 -0.3645 0.0190
9 C 4.0931 -0.9190 0.9470
10 C 3.6556 -1.9805 1.7560
11 Cl 4.5788 -2.4113 3.1246
12 C 2.4161 -2.5695 1.5496
13 C 1.4920 -2.0041 0.6444
14 H 1.5456 0.3624 -1.6815
15 H 3.5582 0.3487 -0.7203
16 H 5.0671 -0.4651 1.0753
17 H 2.1011 -3.4357 2.1328
18 H 0.6036 -2.5197 0.2924
19 C -3.7974 -0.2891 -5.6513
20 C -3.2944 -0.0728 -4.2620
21 C -3.5773 -1.0604 -3.2973
22 C -3.0109 -0.9808 -2.0219
23 C -3.3250 -2.0683 -1.0360
24 C -2.1877 0.1018 -1.7490
25 N -1.6833 0.1781 -0.4113
26 C -0.3912 0.3248 0.0299
27 N -0.5183 0.5293 1.3896
28 C 0.5451 0.8576 2.2913
29 C 1.5548 1.7629 1.8403
30 C 1.5045 2.4461 0.6202
31 C 2.7296 1.8648 2.6263
32 C 2.9118 1.0988 3.7578
33 C 4.2201 1.1515 4.5035
34 C 1.8665 0.2365 4.1822
35 C 0.6996 0.1043 3.4446
36 C -0.2701 -0.9634 3.8861
37 C -1.9166 0.6660 1.8650
38 C -2.7224 0.5250 0.5898
39 C -2.0274 1.1831 -2.6051
40 C -1.3612 2.4752 -2.2545
41 C -2.5427 1.0503 -3.9128
42 H -3.7479 0.6369 -6.2168
43 H -3.1782 -1.0468 -6.1410
44 H -4.8273 -0.6501 -5.6109
45 H -4.2059 -1.9217 -3.5536
46 H -2.6329 -2.0801 -0.1865
47 H -4.3540 -2.0035 -0.6431
48 H -3.2463 -3.0452 -1.5367
49 H 2.4497 2.7923 0.1609
50 H 0.2494 1.1743 -0.5667
51 H 0.5592 2.7877 0.1954
52 H 3.5633 2.5107 2.2852
53 H 4.2181 0.4767 5.3633
54 H 5.0427 0.8682 3.8307
55 H 4.4092 2.1791 4.8424
56 H 2.0044 -0.3818 5.0811
57 H 0.2840 -1.6385 4.5636
58 H -1.1110 -0.5659 4.4799
59 H -0.6643 -1.5919 3.0753
60 H -2.1914 -0.1183 2.5940
61 H -2.0963 1.6599 2.3221
62 H -3.2221 1.4700 0.2963
63 H -3.5001 -0.2634 0.6740
64 H -1.3679 3.1215 -3.1515
65 H -1.8701 3.0416 -1.4550
66 H -0.2980 2.3524 -1.9968
67 H -2.3395 1.8252 -4.6548

Partial charges, Mulliken, in e: Cl -0.319; B 0.795; Cl -0.329; Cl -0.288; O -0.503; C 0.043; C -0.257; C 0.162; C -0.967; C 0.384; Cl -0.210; C -0.923; C -0.264; H 0.737; H 0.471; H 0.487; H 0.441; H 0.544; C -1.625; C 0.844; C -0.865; C 1.777; C -2.334; C -0.526; N 0.593; C 1.305; N 0.490; C -1.219; C 1.515; C -1.504; C -0.850; C 0.746; C -1.658; C -0.774; C 1.997; C -2.077; C -0.431; C -0.596; C 1.100; C -0.919; C -1.463; H 0.383; H 0.268; H 0.392; H 0.354; H 0.238; H 0.360; H 0.490; H 0.288; H -2.061; H 0.582; H 0.390; H 0.341; H 0.313; H 0.405; H 0.276; H 0.427; H 0.351; H 0.434; H 0.285; H 0.299; H 0.206; H 0.365; H 0.449; H 0.258; H 0.108; H 0.270


Formula: C28H31BCl54F9O3
Source: OMol25
Level of theory: ωB97M-V/def2-TZVPD

Net charge: -1
Lowest unoccupied orbital energy, eV: 1.230
Energy, a.u.: -27085.2119
F_max, hartree/bohr: 0.05000
Orbital gap, Eh: 0.23388
HOMO, eV: -5.1

Cartesian coordinates (Å):
1 O 2.9053 0.0323 2.9083
2 C 2.7887 0.2281 1.5019
3 C 3.2399 1.6411 1.0592
4 C 2.0657 2.6734 0.9380
5 C 0.8715 2.3529 1.8654
6 C -0.0375 3.5598 2.1719
7 O 0.6162 4.8050 2.2916
8 B -0.5708 5.6747 2.4907
9 O -1.4032 5.2755 1.2990
10 C -1.2020 3.8773 1.1606
11 C -2.6088 3.1880 1.4335
12 F -3.5364 4.1372 1.4913
13 F -2.5730 2.5619 2.6235
14 C -2.9155 2.2273 0.2626
15 F -2.8579 3.0020 -0.8310
16 F -1.9217 1.3462 0.1537
17 C -4.3131 1.5640 0.2543
18 F -4.2871 0.6308 -0.7234
19 F -5.2487 2.4196 -0.0984
20 C -4.7060 0.8040 1.5442
21 F -5.6993 -0.0248 1.2249
22 F -5.1893 1.5832 2.4715
23 F -3.7210 0.0629 1.9731
24 H 2.0270 -0.0856 3.2762
25 H 1.7740 -0.0187 1.1486
26 H 3.4443 -0.5036 1.0050
27 H 3.7557 1.5288 0.0919
28 H 4.0058 1.9716 1.7754
29 H 2.4506 3.6694 1.1841
30 H 1.7829 2.6669 -0.1256
31 H 0.2951 1.5298 1.4207
32 H 1.2950 2.0014 2.8175
33 H -0.3505 3.3895 3.2174
34 H -1.2793 5.3580 3.4487
35 H -0.3250 6.8446 2.6546
36 H -0.8169 3.8207 0.1327
37 C 6.0678 -2.1826 -1.0213
38 Cl 7.1544 -0.8598 -1.4676
39 Cl 6.5643 -2.9080 0.5084
40 Cl 4.3844 -1.6538 -0.9464
41 H 6.1368 -2.9368 -1.7916
42 C -0.6202 2.5889 -1.9270
43 Cl 0.7318 3.6044 -2.4242
44 Cl -1.8897 2.5759 -3.1743
45 Cl -0.0581 0.9528 -1.5477
46 H -1.0441 3.0108 -1.0237
47 C 8.0622 -4.8661 -3.4927
48 Cl 8.6466 -6.4155 -2.8779
49 Cl 6.3148 -4.7359 -3.2778
50 Cl 8.8710 -3.5122 -2.6867
51 H 8.2845 -4.8200 -4.5510
52 C -0.3195 -2.1844 3.4909
53 Cl -0.3798 -0.4341 3.2535
54 Cl 0.8060 -2.9278 2.3474
55 Cl 0.1267 -2.5727 5.1532
56 H -1.3121 -2.5895 3.3177
57 C 2.8443 -6.6656 -3.1803
58 Cl 3.2472 -8.3814 -3.0866
59 Cl 3.6919 -5.7544 -1.9313
60 Cl 3.2211 -6.0204 -4.7828
61 H 1.7855 -6.5324 -3.0024
62 C -3.9356 -2.8517 5.4097
63 Cl -3.2234 -4.4482 5.7000
64 Cl -3.4147 -1.6883 6.6289
65 Cl -3.5084 -2.2715 3.7956
66 H -5.0130 -2.9450 5.4621
67 C -1.4228 -5.0173 -3.7608
68 Cl -2.7245 -4.1820 -2.9187
69 Cl 0.0697 -4.9084 -2.8234
70 Cl -1.8492 -6.7024 -4.0767
71 H -1.2591 -4.5241 -4.7111
72 C -4.1791 -4.2516 10.2658
73 Cl -5.4413 -3.0640 10.6091
74 Cl -4.5082 -5.7719 11.1068
75 Cl -4.0258 -4.5149 8.5266
76 H -3.2390 -3.8597 10.6331
77 C -1.6235 6.7639 -1.0748
78 Cl -2.1513 5.2972 -1.9035
79 Cl 0.0569 7.1322 -1.4765
80 Cl -2.6764 8.1298 -1.4863
81 H -1.6866 6.5811 -0.0029
82 C 0.5162 -1.4285 9.3106
83 Cl -0.1301 -0.1687 8.2599
84 Cl -0.7408 -2.6062 9.7191
85 Cl 1.8934 -2.2328 8.5534
86 H 0.8570 -0.9644 10.2270
87 C -5.6077 11.0208 -2.4677
88 Cl -4.0941 11.0576 -1.5655
89 Cl -6.6728 9.7567 -1.8410
90 Cl -6.4120 12.5941 -2.4128
91 H -5.3830 10.7919 -3.5003
92 C 6.8999 -9.7888 -3.2718
93 Cl 6.3330 -8.3671 -4.1491
94 Cl 5.5524 -10.7973 -2.7324
95 Cl 8.0105 -10.7338 -4.2703
96 H 7.4387 -9.4507 -2.3950
97 C -8.0895 9.1356 -5.2018
98 Cl -8.6195 7.6562 -6.0087
99 Cl -6.4144 9.5061 -5.6244
100 Cl -9.1481 10.4864 -5.6163
101 H -8.1418 8.9777 -4.1320
102 C -11.7869 10.3009 -9.1110
103 Cl -11.0959 8.8466 -8.3892
104 Cl -13.5476 10.1786 -9.1977
105 Cl -11.3087 11.7379 -8.2015
106 H -11.4038 10.3950 -10.1188
107 C -1.0051 0.1216 -4.6097
108 Cl 0.3515 1.1091 -5.1556
109 Cl -2.3706 0.2701 -5.7218
110 Cl -0.5193 -1.5728 -4.4435
111 H -1.3168 0.4823 -3.6364
112 C 7.1870 -5.5731 3.6726
113 Cl 5.8116 -5.9750 2.6422
114 Cl 7.6633 -3.8884 3.4467
115 Cl 6.8109 -5.8953 5.3695
116 H 8.0201 -6.2018 3.3852
117 C 7.3502 -2.2690 -6.5182
118 Cl 7.0138 -1.7860 -4.8536
119 Cl 9.0345 -1.9374 -6.9340
120 Cl 6.9739 -3.9784 -6.7784
121 H 6.7177 -1.6854 -7.1748
122 C 4.0904 -10.0002 3.2079
123 Cl 4.9202 -8.6056 3.9010
124 Cl 2.9357 -10.6838 4.3586
125 Cl 3.2799 -9.5547 1.7027
126 H 4.8298 -10.7576 2.9817

Atomic partial charges in e from the Mulliken method, atoms 1 to 99: O -0.583; C 0.645; C -0.877; C 0.156; C 0.051; C -0.453; O -1.008; B 1.635; O -1.482; C 1.733; C 0.939; F -0.293; F -0.321; C 0.271; F -0.137; F -0.175; C 0.447; F -0.314; F -0.271; C 0.543; F -0.287; F -0.238; F -0.161; H 0.180; H 0.073; H -0.317; H 0.346; H 0.357; H 0.357; H -0.444; H -0.137; H 0.520; H 0.393; H -0.372; H -0.318; H -0.841; C 1.018; Cl -0.163; Cl -0.002; Cl -0.057; H -0.881; C 5.202; Cl -0.063; Cl -0.138; Cl -0.185; H -5.513; C 0.048; Cl -0.140; Cl 0.045; Cl -0.088; H 0.159; C 0.037; Cl -0.005; Cl -0.054; Cl -0.067; H 0.046; C 0.188; Cl -0.071; Cl -0.053; Cl -0.111; H 0.025; C -0.140; Cl -0.150; Cl -0.047; Cl -0.053; H 0.431; C -0.021; Cl -0.086; Cl -0.045; Cl -0.151; H 0.289; C 0.251; Cl -0.136; Cl -0.142; Cl -0.037; H 0.048; C 0.573; Cl -0.083; Cl -0.167; Cl -0.112; H -0.024; C -0.088; Cl -0.072; Cl -0.088; Cl -0.103; H 0.351; C 0.316; Cl -0.115; Cl -0.133; Cl -0.148; H 0.064; C 0.036; Cl -0.052; Cl -0.137; Cl -0.138; H 0.259; C 0.231; Cl -0.140; Cl -0.141